[1]
Entry from the Open Molecules 2025 dataset: C21H19Cl2N6O4Re as an isolated structure (ωB97M-V with the def2-TZVPD basis set).

Properties
Relative energy (zero: lowest compared OMol25 entry of this formula, charge and spin) in kJ/mol: 0.00
Orbital gap (spin up / spin down) in eV: 6.16 / 6.56
F_max in Eh/bohr: 0.017
Energy in eV: -66385.8589

```
! RIJCOSX wB97M-V def2-TZVPD def2/J DEFGRID3
* xyz 1 2
Re 0.07958 -0.18230 -0.15760
O -1.82499 1.96260 3.39410
C -3.09375 1.81894 2.94568
C -4.07611 2.54470 3.61960
C -5.39372 2.46167 3.22730
C -5.76862 1.65152 2.15448
C -4.80524 0.93359 1.48697
C -3.45451 1.00247 1.86222
C -2.46999 0.23773 1.09211
O -1.18143 0.39239 1.37729
N -2.83142 -0.55714 0.12506
N -1.68852 -1.12349 -0.39076
C -1.72812 -2.34932 -0.84466
C -0.44478 -2.99393 -0.85448
C -0.20067 -4.28826 -1.30488
C 1.06478 -4.81672 -1.15354
C 2.05857 -4.05028 -0.54734
C 1.76069 -2.77222 -0.13049
N 0.53721 -2.24220 -0.27522
H -1.25392 1.36596 2.88194
H -3.77129 3.16034 4.45428
H -6.14268 3.03088 3.76149
H -6.80402 1.58718 1.85301
H -5.07086 0.29699 0.65472
H -2.66581 -2.86651 -0.99093
H -0.99836 -4.85451 -1.76319
H 1.28256 -5.81518 -1.50560
H 3.05717 -4.43548 -0.40538
H 2.50423 -2.12888 0.31967
C 4.14341 1.94128 1.20174
O 3.05086 2.64461 0.55542
C 1.94375 1.98144 0.38726
O 1.76803 0.81390 0.78047
N 0.98498 2.68018 -0.25085
N -0.25608 2.03621 -0.41339
H 4.89266 2.70221 1.38533
H 4.52172 1.17688 0.52730
H 3.80022 1.49924 2.13293
H 1.13451 3.62792 -0.56094
H -0.61455 2.16971 -1.35766
H -0.92162 2.39819 0.26910
Cl -1.51533 0.61028 -3.47755
C 0.10154 0.26983 -4.01483
C 0.38915 0.29166 -5.36656
C 1.68427 0.05300 -5.79993
C 2.69749 -0.19003 -4.87904
C 2.40063 -0.19991 -3.53318
Cl 3.65956 -0.48555 -2.37068
C 1.09352 0.00591 -3.05907
N 0.82661 -0.02225 -1.73099
H -0.40382 0.50243 -6.06982
H 1.90744 0.06408 -6.85655
H 3.71398 -0.36809 -5.19946
*
```

[2]
Entry from the Open Molecules 2025 dataset: C21H19ClN3O2PtS2 as an isolated structure at a distorted geometry (ωB97M-V with the def2-TZVPD basis set).

Properties
Relative energy (zero: lowest compared OMol25 entry of this formula, charge and spin) in kJ/mol: 76.73
Orbital gap in eV: 6.11
F_max in Eh/bohr: 0.048
Energy in eV: -68084.3918

```
! RIJCOSX wB97M-V def2-TZVPD def2/J DEFGRID3
* xyz 1 1
Pt -0.59798 0.88557 0.17034
N 1.43312 -2.83683 -0.53376
C 2.82152 -2.73363 -0.55876
C 3.59462 -3.88273 -0.45176
C 4.97412 -3.79013 -0.38486
C 5.59832 -2.55283 -0.41406
C 4.83892 -1.40393 -0.56506
C 3.46042 -1.49173 -0.65456
S 2.50632 -0.04323 -1.03776
N 0.94102 -0.55193 -0.84086
C 0.57372 -1.78323 -0.58226
C -0.85388 -2.00963 -0.40396
C -1.47308 -3.21883 -0.73166
C -2.84318 -3.33043 -0.61996
C -3.57448 -2.21703 -0.21326
C -2.89518 -1.05523 0.10134
N -1.57118 -0.94573 0.03274
H 1.05522 -3.75323 -0.33676
H 3.10242 -4.84333 -0.41596
H 5.55802 -4.69133 -0.30256
H 6.67162 -2.48383 -0.33416
H 5.30872 -0.43673 -0.62766
H -0.89278 -4.04333 -1.11406
H -3.33198 -4.26313 -0.85246
H -4.64928 -2.25433 -0.14426
H -3.42978 -0.16593 0.41004
C 1.97082 1.34267 2.46874
S 0.34692 0.55837 2.65704
C -0.53568 1.91767 3.47144
H 2.38642 1.50987 3.45914
H 1.85432 2.27707 1.92534
H 2.61432 0.66907 1.90894
H -0.62028 2.77047 2.80474
H 0.01482 2.19067 4.36674
H -1.51868 1.54707 3.74514
Cl -5.59188 2.47197 -2.43306
C -4.04028 2.82047 -1.76336
C -2.97668 1.97427 -2.04556
C -1.70648 2.27167 -1.54606
C -1.53128 3.42007 -0.74756
C -2.60468 4.26057 -0.48456
C -3.85948 3.96117 -0.98756
C -0.15068 3.72667 -0.17456
O 0.26542 4.85997 -0.12136
O 0.45742 2.68827 0.27824
H -3.13108 1.11367 -2.68176
H -0.83408 1.77497 -1.99366
H -2.44018 5.15367 0.09974
H -4.69438 4.61647 -0.80046
*
```

[3]
Entry from the Open Molecules 2025 dataset: C21H19Co2O7Si as an isolated structure at a distorted geometry (ωB97M-V with the def2-TZVPD basis set).

Properties
Orbital gap in eV: 6.78
F_max in Eh/bohr: 0.090
Energy in eV: -119549.9254

```
! RIJCOSX wB97M-V def2-TZVPD def2/J DEFGRID3
* xyz -1 1
C -1.00956 1.55409 4.57849
Si -0.58721 1.12574 2.82152
C -0.86381 -0.67488 2.43806
C -1.40507 2.22619 1.56933
O 1.07901 1.47687 2.76953
C 1.95356 1.29419 1.77274
C 2.10912 0.20881 0.92744
C 3.20122 0.45942 -0.05572
C 3.56870 1.90558 0.24847
C 4.35751 2.79740 -0.46201
C 4.44327 4.13357 -0.03249
C 3.76360 4.55217 1.12409
C 2.98376 3.65862 1.84761
C 2.87988 2.34950 1.37763
H -2.08048 1.40811 4.76195
H -0.45163 0.92121 5.27949
H -0.76487 2.60149 4.79276
H -1.92921 -0.90558 2.59113
H -0.60909 -0.92280 1.39830
H -0.26868 -1.31128 3.10957
H -2.49466 2.08056 1.59593
H -1.18824 3.27922 1.79969
H -1.06591 2.02927 0.54429
H 1.56312 -0.71684 1.00579
H 4.08470 -0.17622 0.12780
H 2.90286 0.32067 -1.10522
H 4.89690 2.46727 -1.34893
H 5.03893 4.85369 -0.59525
H 3.84636 5.58840 1.44130
H 2.45452 3.96133 2.74578
O -2.38723 -0.64874 -6.76543
C -2.93555 0.14445 -6.12709
Co -3.67970 1.36372 -5.11165
C -2.50529 2.63042 -5.34025
O -1.69369 3.43883 -5.50817
C -5.04056 1.74117 -6.16878
O -5.89311 1.95783 -6.91951
C -3.40353 0.45157 -3.28377
C -2.41778 0.69947 -2.32632
C -1.32509 0.16412 -1.75626
Co -3.65395 1.99073 -2.38629
C -2.46636 3.30997 -2.26860
O -1.71997 4.18597 -2.13453
C -4.36619 1.97530 -0.75038
O -4.81693 2.08055 0.30606
C -4.98437 2.87786 -3.26550
O -5.84140 3.60543 -3.54012
H -3.90707 -0.52559 -3.36734
H -0.83387 0.64224 -0.91450
H -0.96165 -0.80780 -2.11415
*
```

[4]
Entry from the Open Molecules 2025 dataset: a 2-piece molecular cluster, C21H19F2N2O4S overall at a distorted geometry (ωB97M-V with the def2-TZVPD basis set).

Properties
Relative energy (zero: lowest compared OMol25 entry of this formula, charge and spin) in kJ/mol: 0.00
Orbital gap in eV: 7.58
F_max in Eh/bohr: 0.077
Energy in eV: -49525.8218

```
! RIJCOSX wB97M-V def2-TZVPD def2/J DEFGRID3
* xyz -1 1
C -2.12102 2.69739 4.68963
C -0.79069 2.07099 4.86346
O 0.00880 2.22876 3.62754
C 1.23474 1.54226 3.52695
C 1.16327 0.40580 2.42584
C 2.42985 -0.32194 2.01844
N 0.59523 1.14906 1.31492
C 1.02712 1.36125 0.14961
C 0.43186 2.41133 -0.68378
C 1.12411 2.90451 -1.79574
C 0.59668 3.93306 -2.56486
C -0.66162 4.47920 -2.24667
C -1.40606 3.93810 -1.16832
C -0.85199 2.90996 -0.37914
O 2.23283 1.82037 4.16283
H -2.59433 2.85819 5.65158
H -2.13706 3.62570 4.14150
H -2.76927 1.99659 4.18712
H -0.23651 2.47181 5.71315
H -0.92207 0.99532 4.97409
H 2.89109 -0.90693 2.81940
H 2.18263 -0.97923 1.17544
H 3.14217 0.42903 1.63850
H 1.89028 0.84560 -0.32140
H 2.05489 2.41435 -2.06060
H 1.15040 4.30490 -3.42522
H -1.08646 5.29048 -2.85907
H -2.41923 4.30938 -0.95149
H -1.44092 2.44155 0.41774
F -2.46070 -1.50340 2.38522
C -1.33793 -0.93716 1.81205
F -1.76447 0.12683 1.04395
S -0.05994 -0.53286 3.25024
N -0.40261 -2.27848 -1.35169
C 0.65640 -2.01800 -2.20153
O 1.39049 -1.02554 -2.18647
C 0.64380 -3.23478 -3.11449
C -0.08671 -4.23303 -2.46033
C -0.49720 -5.38558 -3.09639
C -0.17110 -5.51426 -4.45902
C 0.54606 -4.50806 -5.12971
C 0.98569 -3.35413 -4.44602
C -0.65779 -3.62891 -1.20531
O -1.26604 -4.16738 -0.28592
H -0.90722 -1.73862 1.16399
H -1.09731 -6.13911 -2.58215
H -0.51789 -6.38380 -5.01325
H 0.74316 -4.60463 -6.19763
H 1.54261 -2.56593 -4.96703
*
```